1.
{
  "formula": "C35H57GeInN6SSeSi3",
  "method": "wB97M-V/def2-TZVPD",
  "relative_energy_kj_mol": 0.0,
  "homo_energy_ha": -0.4899,
  "lumo_ha": -0.224,
  "e_tot_ev": -207655.9207,
  "charge": 2,
  "fmax_ev_per_a": 1.49,
  "symbols": ["In", "C", "Si", "C", "C", "C", "Si", "C", "C", "C", "Si", "C", "C", "C", "C", "C", "C", "C", "N", "H", "H", "H", "H", "H", "H", "H", "H", "H", "H", "H", "H", "H", "H", "H", "H", "H", "H", "H", "H", "H", "H", "H", "H", "H", "H", "H", "H", "N", "C", "C", "C", "C", "C", "C", "C", "N", "C", "C", "N", "C", "H", "H", "H", "H", "H", "H", "H", "C", "Ge", "C", "C", "C", "Se", "C", "H", "H", "H", "H", "H", "H", "H", "H", "H", "H", "H", "H", "H", "H", "C", "C", "C", "C", "N", "C", "S", "N", "C", "H", "H", "H", "H", "H", "H", "H", "H"],
  "positions_angstrom": [[-0.46864, 0.16551, -0.47033], [-0.01161, -4.06418, -0.91013], [-1.16105, -3.16652, 0.28871], [-2.58785, -4.28449, 0.80688], [-0.05981, -2.76102, 1.77554], [-1.97986, -1.63390, -0.52848], [-2.29779, -1.87187, -2.40226], [-3.30040, -0.40499, -3.07507], [-3.25994, -3.46197, -2.71992], [-0.67814, -1.95024, -3.39246], [-3.47646, -0.88538, 0.36139], [-3.53431, -1.02174, 2.25069], [-5.11959, -1.59945, -0.22987], [-3.46793, 1.00240, 0.01250], [-4.62768, 1.77019, 0.00126], [-4.54202, 3.14687, -0.14384], [-3.29123, 3.74022, -0.25967], [-2.17845, 2.92409, -0.25171], [-2.27736, 1.59819, -0.12737], [0.50689, -4.85570, -0.36545], [0.74787, -3.39837, -1.32575], [-0.54310, -4.53696, -1.73656], [-2.20085, -5.22542, 1.20362], [-3.23029, -4.52267, -0.04257], [-3.20847, -3.82985, 1.58052], [0.55664, -3.63656, 1.98910], [-0.62275, -2.53949, 2.68324], [0.61726, -1.92494, 1.57631], [-4.33690, -0.42214, -2.74033], [-3.32426, -0.44152, -4.16766], [-2.87130, 0.54853, -2.75558], [-4.19917, -3.49315, -2.16621], [-2.68093, -4.34629, -2.45100], [-3.50279, -3.54341, -3.78184], [0.10521, -1.31926, -2.96253], [-0.84072, -1.62323, -4.42315], [-0.29099, -2.96744, -3.44691], [-2.92150, -1.83272, 2.64798], [-4.56514, -1.22431, 2.54725], [-3.23101, -0.09765, 2.74214], [-5.23028, -2.62421, 0.13048], [-5.25625, -1.61019, -1.30877], [-5.93505, -1.01922, 0.20719], [-5.59403, 1.29534, 0.10150], [-5.43887, 3.75173, -0.16762], [-3.18586, 4.81083, -0.35982], [-1.17724, 3.32444, -0.35374], [3.70973, 3.36452, 9.86232], [3.16138, 3.09062, 8.89117], [2.47068, 2.73716, 7.68700], [3.05404, 2.97067, 6.44390], [2.39009, 2.59761, 5.29031], [1.13798, 2.00327, 5.37661], [0.54875, 1.77017, 6.61238], [1.21516, 2.13495, 7.76702], [0.47296, 1.59090, 4.18765], [-0.23038, 0.42243, 4.03351], [-0.63718, 0.40444, 2.73448], [-0.20489, 1.53646, 2.08547], [0.45895, 2.22173, 2.99166], [4.02983, 3.43260, 6.38705], [2.85083, 2.74162, 4.32127], [-0.42968, 1.31259, 6.67346], [0.76662, 1.95760, 8.73429], [-0.34592, -0.29186, 4.82956], [-1.22182, -0.34461, 2.23081], [0.90688, 3.18946, 2.83351], [5.20430, 2.03502, 1.96610], [5.16594, 0.14151, 1.42229], [4.32262, -0.93107, 2.84267], [6.88337, -0.52015, 0.74824], [3.85006, -0.02352, -0.11349], [2.20257, 0.87992, 0.39027], [2.42151, 2.47939, -0.68070], [5.69196, 2.12048, 2.93745], [4.19013, 2.42892, 2.05452], [5.75989, 2.64964, 1.25830], [4.73788, -0.68100, 3.81840], [4.47899, -1.99565, 2.67023], [3.24840, -0.73424, 2.86301], [7.63326, -0.50167, 1.53795], [7.23001, 0.10893, -0.07067], [6.78314, -1.54379, 0.39020], [3.62909, -1.07827, -0.27438], [4.21660, 0.40574, -1.04455], [3.37372, 2.93114, -0.41008], [1.60605, 3.15990, -0.44636], [2.40104, 2.22517, -1.73683], [-2.23763, 0.47362, -7.17249], [-0.98202, 0.51967, -6.37520], [0.25630, 0.16002, -6.83811], [1.35684, 0.26479, -5.97168], [1.21756, 0.67454, -4.70993], [0.02387, 1.02058, -4.26627], [-0.25240, 1.69366, -2.72037], [-1.05991, 0.94335, -5.09423], [2.72974, -0.05725, -6.44406], [-2.01995, 0.43713, -8.23630], [-2.86163, 1.34452, -6.96945], [-2.81169, -0.42003, -6.91634], [0.38434, -0.17738, -7.85566], [-1.94824, 1.23866, -4.70878], [2.79706, -0.00515, -7.52828], [3.00099, -1.07100, -6.13919], [3.44617, 0.62369, -5.98940]]
}

2.
{
  "formula": "C6H11N3O2",
  "method": "wB97M-V/def2-TZVPD",
  "relative_energy_kj_mol": 758.9,
  "homo_energy_ha": -0.3429,
  "lumo_ha": -0.009,
  "e_tot_ev": -14956.9494,
  "charge": 0,
  "fmax_ev_per_a": 6.92,
  "symbols": ["C", "C", "C", "C", "C", "C", "H", "H", "H", "H", "H", "H", "H", "H", "H", "H", "H", "N", "N", "N", "O", "O"],
  "positions_angstrom": [[-1.29097, -1.43747, -1.10010], [-1.02485, -0.63782, 0.05200], [-1.73656, -0.97107, 1.42964], [0.71653, 0.66204, 0.34221], [-0.49460, 1.45054, 0.20598], [2.12801, 1.07308, 0.07562], [-1.04499, -2.51277, -0.90032], [-0.46039, -1.04593, -1.75779], [-2.24348, -1.29610, -1.41240], [-2.92520, -1.04519, 1.21216], [-1.30252, -0.02556, 1.89031], [-1.35184, -1.99111, 1.81956], [-0.91218, 1.99191, 1.06609], [-0.01590, 2.25226, -0.40657], [-2.91154, 1.93122, -1.00905], [2.59921, 1.98999, 0.37193], [1.94300, -1.18865, 0.34767], [0.48959, -0.68887, 0.31771], [-1.31514, 0.63657, -0.60812], [3.20372, 0.26972, -0.18453], [-2.67057, 0.85157, -0.30775], [2.94474, -1.02878, -0.18337]]
}

3.
{
  "formula": "C27H57LuN11O5",
  "method": "wB97M-V/def2-TZVPD",
  "relative_energy_kj_mol": 0.0,
  "homo_energy_ha": -0.3829,
  "lumo_ha": -0.080,
  "e_tot_ev": -89168.0842,
  "charge": 1,
  "fmax_ev_per_a": 4.04,
  "symbols": ["Lu", "C", "N", "C", "C", "N", "C", "C", "N", "C", "C", "N", "C", "N", "C", "C", "N", "C", "C", "C", "C", "N", "C", "N", "C", "C", "N", "C", "C", "N", "C", "C", "H", "H", "H", "H", "H", "H", "H", "H", "H", "H", "H", "H", "H", "H", "H", "H", "H", "H", "H", "H", "H", "H", "H", "H", "H", "H", "H", "H", "H", "H", "H", "H", "H", "H", "H", "H", "H", "H", "H", "H", "H", "H", "H", "H", "H", "H", "H", "H", "O", "C", "C", "N", "C", "C", "O", "O", "C", "C", "O", "O", "H", "H", "H", "H", "H", "H", "H", "H", "H"],
  "positions_angstrom": [[-4.31920, -16.10605, 8.85709], [-1.96347, -11.69039, 11.84596], [-2.90735, -12.47246, 11.08869], [-4.30945, -12.19105, 11.49737], [-2.54503, -13.52411, 10.27470], [-3.43065, -13.98936, 9.35891], [-3.85757, -12.91231, 8.40242], [-4.58794, -13.42262, 7.16895], [-5.60374, -14.53951, 7.39161], [-6.64093, -13.93087, 8.32556], [-7.40438, -14.98338, 9.07501], [-6.55954, -15.70026, 10.07803], [-7.25099, -16.17575, 11.10238], [-8.65234, -16.38928, 11.08319], [-9.40469, -15.85549, 12.21743], [-9.30846, -16.77412, 9.89633], [-6.63447, -16.55147, 12.25502], [-6.97387, -17.65728, 13.14937], [-5.45127, -15.74524, 12.73648], [-6.03091, -14.85688, 5.99382], [-7.42680, -15.42277, 5.73601], [-7.51876, -16.72598, 6.32678], [-8.14375, -17.73387, 5.54767], [-9.03493, -18.60011, 6.07989], [-9.18512, -20.02022, 5.59534], [-9.84398, -18.04953, 7.18531], [-7.65875, -17.84968, 4.31594], [-8.53174, -17.83393, 3.10031], [-6.26960, -18.15161, 4.05202], [-1.26684, -13.97593, 10.36342], [-0.38893, -13.96772, 11.50162], [-0.71538, -14.59191, 9.17795], [-2.60422, -10.81664, 12.14785], [-1.16141, -11.20137, 11.20205], [-1.50483, -12.03620, 12.75602], [-4.36676, -12.29117, 12.60031], [-4.92295, -12.98808, 11.03051], [-4.50771, -11.18521, 11.03128], [-3.01803, -12.35595, 8.03198], [-4.52776, -12.19597, 8.83086], [-3.86160, -13.75734, 6.42260], [-5.17688, -12.58255, 6.78235], [-7.38052, -13.17538, 7.84599], [-5.98433, -13.35782, 8.99114], [-7.75562, -15.71400, 8.33353], [-8.23238, -14.50207, 9.59311], [-9.93036, -14.94864, 11.98965], [-8.76890, -15.79559, 13.10034], [-10.14715, -16.69194, 12.43523], [-9.76785, -15.89934, 9.40277], [-10.10397, -17.48449, 10.15346], [-8.46867, -17.31250, 9.37868], [-8.03018, -18.03269, 12.90580], [-6.87751, -17.43590, 14.18150], [-6.31293, -18.55712, 12.89736], [-5.65329, -14.67838, 12.52795], [-4.54541, -16.14061, 12.28008], [-5.32748, -15.95367, 13.78698], [-5.92209, -13.87352, 5.49390], [-5.18749, -15.43575, 5.47706], [-7.63093, -15.47540, 4.62878], [-8.14850, -14.72393, 6.08082], [-9.30907, -19.97136, 4.52483], [-10.06550, -20.52183, 5.92917], [-8.23060, -20.60116, 5.70911], [-9.69239, -18.46084, 8.13026], [-10.91476, -18.28341, 6.98120], [-9.64232, -16.98426, 7.29536], [-8.22035, -16.94074, 2.57773], [-9.53413, -17.72404, 3.46452], [-8.36184, -18.81881, 2.51491], [-5.77006, -17.34216, 3.49023], [-6.15803, -19.15265, 3.55672], [-5.70551, -18.20365, 4.93223], [-0.89918, -14.14057, 12.44913], [0.27921, -13.10190, 11.61472], [0.18975, -14.86119, 11.38381], [-1.56342, -15.02005, 8.65521], [-0.03830, -15.43596, 9.45762], [-0.27332, -13.70128, 8.67500], [-5.74644, -17.52244, 7.84294], [-5.84287, -18.92625, 8.00453], [-4.54927, -19.54307, 7.70880], [-3.48713, -18.85265, 8.49451], [-3.41551, -19.35875, 9.89488], [-3.73853, -18.34507, 11.02759], [-3.85122, -18.87645, 12.09984], [-3.74922, -17.10281, 10.66257], [-2.20551, -18.82657, 7.80679], [-1.58953, -17.38921, 7.97696], [-0.35259, -17.31177, 8.18029], [-2.50410, -16.48223, 7.85178], [-6.60893, -17.08605, 7.03816], [-6.61793, -19.34764, 7.36583], [-6.14881, -19.15795, 9.05387], [-4.26202, -19.48175, 6.69578], [-4.56625, -20.60690, 7.99827], [-2.31950, -19.55947, 10.04471], [-4.02826, -20.21530, 9.94397], [-2.21684, -19.02183, 6.69655], [-1.46742, -19.59499, 8.08709]]
}